The following is a quantum chemistry calculation of C23H43As3BO2S3V as an isolated structure at a distorted geometry, from the OMol25 dataset.

Each line ends with the Löwdin spin population.
CARTESIAN COORDINATES (ANGSTROEM)
V -0.5047 -0.1096 0.4456  2.661
C -0.6018 1.3358 -2.9763  0.006
As -1.1343 -0.2134 -1.9272  0.039
C -3.0119 -0.2599 -2.3987  0.009
C -0.2913 -1.5645 -3.0575  0.006
C -0.4317 -3.0664 -2.7340  0.000
C 0.1362 -3.7865 -3.9670  0.001
C 0.4679 -3.4868 -1.5492  0.002
As 0.2463 -2.6855 0.2343  0.026
C 2.0230 -3.1000 0.9149  0.004
C -0.7350 -4.0653 1.1765  0.005
C -1.9349 -3.4095 -2.5190  0.000
As -2.6047 -5.2062 -3.0306  0.000
C -2.9564 -5.9999 -1.2793  0.000
C -4.4351 -4.5843 -3.3187  0.000
H 0.4680 1.4958 -2.8836  0.000
H -1.1172 2.2193 -2.6045  0.000
H -0.8597 1.1750 -4.0148  0.000
H -3.1175 -0.3079 -3.4777  0.000
H -3.4478 0.6670 -2.0355  0.000
H -3.5169 -1.1040 -1.9368  0.000
H 0.7606 -1.2781 -3.0647  0.000
H -0.6677 -1.3779 -4.0569  0.000
H 1.1228 -3.3788 -4.2230  0.000
H -0.5205 -3.6541 -4.8310  0.000
H 0.2440 -4.8586 -3.7984  0.000
H 1.5032 -3.2864 -1.8062  0.000
H 0.3898 -4.5609 -1.3855  0.000
H 2.2435 -4.1425 0.7085  0.000
H 2.0719 -2.9259 1.9879  0.000
H 2.7629 -2.4687 0.4269  0.000
H -0.5037 -5.0195 0.7297  0.000
H -1.8074 -3.8898 1.1318  0.000
H -0.4132 -4.0761 2.2170  0.000
H -2.5240 -2.7639 -3.1711  0.000
H -2.2555 -3.1773 -1.4977  0.000
H -2.0432 -6.3883 -0.8366  0.000
H -3.6288 -6.8420 -1.4397  0.000
H -3.4326 -5.2908 -0.6006  0.000
H -4.4764 -3.9708 -4.2188  0.000
H -4.7922 -4.0050 -2.4656  0.000
H -5.0832 -5.4473 -3.4606  0.000
C -1.0879 2.4407 3.4582  0.002
C 0.0980 1.5213 3.7229  0.015
S 0.3530 0.0691 2.6553  0.038
C -0.4906 -1.3204 3.4579  0.018
C -1.9833 -1.4796 3.1571  0.015
S -2.4936 -0.9338 1.4819  0.054
C -3.8811 0.1786 1.8610  0.018
C -3.5693 1.6015 2.3260  0.003
S -2.7171 1.7999 3.9168  0.001
H -1.1207 2.7594 2.4185  0.001
H -0.9400 3.3365 4.0635  0.000
H 0.0929 1.1381 4.7407  0.000
H 1.0207 2.0888 3.5959  0.000
H -0.3284 -1.2448 4.5341  0.001
H 0.0715 -2.1831 3.1151  0.001
H -2.5574 -0.8747 3.8396  0.001
H -2.2753 -2.5232 3.2735  0.000
H -4.5053 -0.3690 2.5679  0.000
H -4.4356 0.2349 0.9236  0.000
H -4.5247 2.1176 2.4364  0.000
H -2.9999 2.1338 1.5697  0.002
O -1.5427 2.9424 0.0129  0.013
B -0.5433 1.9300 0.1387  0.039
O 0.7097 2.5756 -0.1194  0.011
C 0.4549 3.9097 -0.3995  -0.002
C 1.3502 4.9079 -0.7019  0.001
C 0.8149 6.1791 -0.9331  0.001
C -0.5567 6.4083 -0.8585  0.002
C -1.4473 5.3742 -0.5444  0.001
C -0.8966 4.1332 -0.3223  0.000
H 2.4180 4.7165 -0.7578  0.000
H 1.4824 7.0010 -1.1779  0.000
H -0.9418 7.4066 -1.0440  0.000
H -2.5181 5.5370 -0.4815  0.000

Properties
Charge: +1
E_LUMO (spin up / spin down): -2.52 / -2.58 eV
Frontier orbital gap (spin up / spin down): 8.0 / 8.2 eV
2S+1: 4
Energy relative to the best compared isomer or geometry (same formula, charge and spin): 0.00 kcal per mole